Record 1
{
  "formula": "C4H5INO3",
  "method": "ωB97M-V with the def2-TZVPD basis set",
  "total_charge": -1,
  "e_above_lowest_ev": 0.9509,
  "gap_ev": 7.0149,
  "e_lumo_ev": 2.81,
  "symbols": ["C", "C", "C", "C", "N", "O", "O", "O", "I", "H", "H", "H", "H", "H"],
  "positions_angstrom": [[-3.81283, 0.75680, -0.08456], [1.39939, -0.87001, -0.70644], [1.36112, -0.75585, 0.79954], [0.16581, -0.50838, 0.08857], [-1.04105, -0.39845, 0.02474], [-4.34545, -0.08061, -0.66531], [-3.27490, 1.62062, 0.44866], [2.11913, 0.12447, 1.54165], [2.21940, 2.95076, 0.01544], [1.79583, -0.08743, -1.43656], [1.46947, -1.84422, -1.31607], [1.22787, -1.74341, 1.22723], [-1.44155, -0.26098, -0.88997], [2.15776, 1.09668, 0.95308]],
  "forces_ev_per_angstrom": [[0.61, 0.61, 0.18], [0.10, 0.00, -3.60], [1.40, -0.25, 1.60], [2.15, -0.50, -2.46], [-3.64, 1.26, 1.27], [-0.72, -1.11, -0.58], [0.08, 0.61, 0.49], [-0.22, 1.69, -1.50], [0.01, 0.46, -0.32], [-0.35, -0.54, 1.77], [-0.28, 1.06, 1.55], [0.60, -0.27, 0.54], [0.32, -0.58, -0.66], [-0.05, -2.44, 1.71]],
  "nbo_charge": [1.0271, -0.5837, 0.0568, 0.3293, -0.6477, -0.5415, -0.4868, -0.7668, -0.7841, 0.2540, 0.2007, 0.1757, 0.3292, 0.4377]
}

Record 2
{
  "formula": "C4H5IO",
  "method": "ωB97M-V with the def2-TZVPD basis set",
  "smiles": "C#CC(C)=O.I",
  "total_charge": 0,
  "e_above_lowest_ev": 2.3613,
  "gap_ev": 9.7481,
  "e_lumo_ev": 0.07,
  "symbols": ["C", "C", "C", "C", "O", "H", "H", "H", "H", "I", "H"],
  "positions_angstrom": [[1.74426, 0.78197, 1.31013], [0.79149, 0.44401, 0.66292], [-0.37079, 0.28481, -0.26716], [-0.15989, -0.18343, -1.74351], [-1.49895, 0.42800, 0.14440], [2.18688, 1.08160, 2.23055], [0.86189, -0.03088, -2.19171], [-0.80370, 0.58995, -2.36447], [-0.71073, -1.04295, -1.86271], [-1.63139, 1.29126, 3.78399], [-0.44748, 1.26129, 2.79423]],
  "forces_ev_per_angstrom": [[-0.54, -0.01, 1.00], [-0.96, 0.15, -1.66], [0.19, -0.91, -0.50], [0.30, 5.31, -0.42], [0.67, 0.14, 0.04], [0.75, 0.04, -0.20], [-0.95, -0.97, 0.82], [1.11, -1.30, 1.26], [-0.51, -2.45, -0.39], [-1.12, 0.05, 1.01], [1.05, -0.04, -0.96]],
  "nbo_charge": [-0.1698, -0.1166, 0.5234, -0.7080, -0.4945, 0.2437, 0.2379, 0.2424, 0.2462, -0.0920, 0.0873]
}

Record 3
{
  "formula": "C4H5LaLiO",
  "method": "ωB97M-V with the def2-TZVPD basis set",
  "total_charge": 3,
  "gap_ev": 6.8064,
  "e_lumo_ev": -13.61,
  "symbols": ["C", "C", "H", "C", "C", "O", "La", "H", "H", "H", "H", "Li"],
  "positions_angstrom": [[-0.10052, -1.03267, 1.72282], [1.08686, -0.99958, 2.05580], [2.10464, -0.95614, 2.41373], [0.63773, 0.51154, 0.09834], [-0.15566, 0.43145, -1.15799], [-1.39334, -0.01879, -1.12450], [-2.46862, -1.18146, 0.70142], [1.67146, 0.86301, -0.04094], [0.16299, 1.27931, 0.72846], [0.90905, -0.49692, -0.86237], [-0.00788, 1.29824, -1.82354], [-2.44671, 0.30200, -2.71122]],
  "forces_ev_per_angstrom": [[-1.06, -0.07, -1.31], [-0.30, 0.00, -0.15], [-0.07, -0.09, 0.00], [-1.64, 4.31, -1.51], [3.82, -0.02, 2.21], [-2.65, -1.48, 1.19], [2.17, 0.29, 0.75], [-0.13, -0.30, -0.18], [-0.04, -1.43, 1.73], [-1.53, -0.42, -1.32], [1.25, -1.08, -0.65], [0.19, 0.31, -0.76]],
  "lowdin_charge": [-0.2515, 0.0915, 0.1020, -0.0416, -0.3346, -0.5023, 2.3406, 0.1419, 0.1256, 0.2609, 0.1821, 0.8854]
}

Record 4
{
  "formula": "C4H5LiNaO",
  "method": "ωB97M-V with the def2-TZVPD basis set",
  "total_charge": 1,
  "e_above_lowest_ev": 0.0000,
  "gap_ev": 6.7848,
  "e_lumo_ev": -4.52,
  "symbols": ["O", "C", "C", "Li", "Na", "H", "H", "C", "C", "H", "H", "H"],
  "positions_angstrom": [[1.66361, 0.42556, 0.24395], [0.37155, 0.30874, -0.03580], [-0.22485, 0.93628, -1.02396], [2.71986, -0.85246, -0.30012], [2.43174, 2.30077, 1.32752], [0.36355, 1.56378, -1.67742], [-1.29655, 0.99863, -1.15690], [-0.52501, -0.48174, 0.67969], [-1.43678, -1.35059, 0.19521], [-2.05354, -1.93711, 0.86017], [-0.42730, -0.42873, 1.75471], [-1.58627, -1.48312, -0.86705]],
  "forces_ev_per_angstrom": [[1.78, -0.06, 1.00], [-0.48, 1.22, -1.86], [0.00, 2.02, -1.90], [-0.27, -0.07, -0.07], [-0.44, -0.36, -0.29], [0.10, 0.20, -0.25], [0.17, -0.36, 0.04], [-1.65, -3.29, 2.60], [0.80, 0.78, 0.30], [-0.09, 0.12, 0.06], [-0.02, -0.16, 0.46], [0.11, -0.05, -0.09]],
  "nbo_charge": [-1.0945, 0.2256, -0.5025, 0.9817, 0.9893, 0.1803, 0.2197, -0.2673, -0.3394, 0.2104, 0.1946, 0.2021]
}

Record 5
{
  "formula": "C4H5LiO7Sc",
  "method": "ωB97M-V with the def2-TZVPD basis set",
  "total_charge": 1,
  "e_above_lowest_ev": 1.9941,
  "gap_ev": [6.3717, 5.8401],
  "e_lumo_ev": [-5.67, -5.54],
  "symbols": ["O", "C", "O", "O", "C", "O", "C", "C", "O", "O", "Sc", "Li", "H", "H", "H", "H", "O", "H"],
  "positions_angstrom": [[4.21690, -0.40356, -0.16240], [3.17465, 0.06205, 0.39482], [3.21091, 1.23572, 0.87963], [2.07625, -0.63726, 0.34098], [0.83548, 0.04914, 0.09479], [-1.29073, -0.25053, -0.82189], [-2.93104, 0.26119, 0.07068], [-0.15380, -0.94921, -0.48106], [-3.00231, -0.66730, 0.98250], [-3.71230, 0.02525, -0.95318], [5.33711, 1.27808, 0.50494], [-3.17319, -1.80276, -0.58242], [0.99424, 0.88509, -0.59936], [0.43244, 0.41525, 1.04878], [0.27193, -1.40157, -1.39896], [-0.13131, -1.80971, 0.21778], [-3.09619, 1.55124, 0.60507], [-3.05902, 2.15890, -0.14071]],
  "forces_ev_per_angstrom": [[1.57, 0.23, 0.58], [-1.37, -0.10, -0.93], [1.16, 0.67, 0.40], [1.21, -0.25, -0.15], [-0.79, 0.61, 0.48], [-1.48, -0.38, 0.60], [-2.85, 1.42, 0.66], [1.36, 0.17, -0.35], [0.40, 0.07, -0.90], [1.18, -0.72, 0.90], [-1.86, -0.94, -0.22], [0.30, 0.31, -0.33], [0.02, -0.24, 0.22], [0.18, 0.10, -0.27], [-0.04, 0.29, 0.08], [-0.99, 0.21, 0.15], [2.12, -1.63, -0.77], [-0.15, 0.18, -0.15]],
  "nbo_charge": [-0.7788, 0.9922, -0.7941, -0.4759, -0.0861, -0.7483, 0.9307, -0.0866, -0.4871, -0.6255, 1.6694, 0.9571, 0.1924, 0.1978, 0.1714, 0.1527, -0.6728, 0.4913]
}

Record 6
{
  "formula": "C4H5MgO5Tl",
  "method": "ωB97M-V with the def2-TZVPD basis set",
  "multiplicity": 2,
  "total_charge": 3,
  "e_above_lowest_ev": 0.7935,
  "gap_ev": [4.5350, 5.8319],
  "e_lumo_ev": [-14.19, -14.19],
  "symbols": ["O", "C", "O", "O", "C", "C", "Tl", "H", "H", "H", "H", "Mg", "O", "C", "O", "H"],
  "positions_angstrom": [[0.24502, 3.12719, 0.97192], [-0.27226, 2.04256, 1.36680], [-1.02582, 1.93407, 2.31998], [-0.02819, 0.97942, 0.52039], [-0.65868, -1.02363, -0.59556], [-0.95981, 0.01068, 0.40609], [-1.35036, 4.26949, 3.57494], [-1.44208, -1.78372, -0.67403], [-0.67845, -0.53254, -1.58023], [-0.57708, -1.23303, 0.86102], [-1.99242, 0.37519, 0.43493], [1.35148, 3.77530, -0.42559], [1.08914, -1.87885, -0.94239], [1.34217, -2.87490, -1.59020], [2.49155, -3.23394, -1.99619], [2.46581, -3.95328, -2.65188]],
  "forces_ev_per_angstrom": [[2.04, 1.92, -1.48], [-2.55, -1.84, 1.18], [0.94, -0.03, -0.86], [1.15, 1.31, -0.56], [-3.82, 3.07, -3.26], [1.33, -4.55, -0.05], [-0.29, 0.15, 0.51], [0.30, -0.15, 0.53], [2.26, -0.90, -0.48], [-0.12, 2.12, 1.78], [-0.17, -1.26, 1.04], [-0.44, -0.38, 0.70], [-0.09, 0.35, 0.89], [-0.68, 0.28, -0.01], [0.11, 0.21, -0.01], [0.02, -0.29, 0.07]],
  "mulliken_spin": [-0.0001, 0.0007, 0.0004, -0.0004, 0.0413, 0.0096, 0.0000, 0.0020, -0.0066, -0.0004, 0.0024, -0.0002, 0.1471, 0.7150, 0.1087, -0.0194]
}

Record 7
{
  "formula": "C4H5N",
  "method": "ωB97M-V with the def2-TZVPD basis set",
  "smiles": "c1cc[nH]c1",
  "total_charge": 0,
  "e_above_lowest_ev": 3.0892,
  "gap_ev": 9.3224,
  "e_lumo_ev": 0.95,
  "symbols": ["C", "C", "C", "N", "C", "H", "H", "H", "H", "H"],
  "positions_angstrom": [[0.47654, -1.15893, 0.20060], [-0.86241, -0.74372, 0.09190], [-0.87170, 0.60486, -0.21724], [0.40368, 0.97606, -0.36533], [1.34880, -0.08322, -0.07202], [0.77821, -2.17402, 0.44703], [-1.75165, -1.33679, 0.24776], [-1.67792, 1.31914, -0.27959], [0.77132, 1.81735, -0.78100], [1.38513, 0.77927, 0.72790]],
  "forces_ev_per_angstrom": [[-0.20, 0.19, 0.28], [-0.05, -0.21, -0.08], [-0.13, 0.00, -0.48], [-0.94, 0.04, -1.22], [-1.04, 1.21, 0.60], [0.05, 0.38, 0.16], [0.09, -0.05, -0.04], [-0.08, -0.15, -0.21], [-0.33, 0.24, 0.33], [2.62, -1.65, 0.65]],
  "nbo_charge": [-0.2462, -0.2963, -0.0455, -0.4999, -0.2936, 0.2220, 0.2242, 0.2141, 0.4219, 0.2993]
}

Record 8
{
  "formula": "C4H5N",
  "method": "ωB97M-V with the def2-TZVPD basis set",
  "total_charge": 0,
  "e_above_lowest_ev": 5.6076,
  "gap_ev": [8.2576, 8.2615],
  "e_lumo_ev": [-0.01, -0.01],
  "symbols": ["C", "C", "C", "C", "N", "H", "H", "H", "H", "H"],
  "positions_angstrom": [[-1.36665, 1.33021, -1.28706], [-0.29961, 0.77039, -1.25436], [0.73340, -0.06670, -0.76786], [-0.23836, -0.75703, 1.29716], [1.92317, -0.24804, -1.05732], [-2.03549, 2.05882, -0.92492], [-0.96900, -1.38309, 0.78428], [-0.58553, 0.22073, 1.40506], [0.34583, -1.11753, 2.15749], [2.49224, -0.80777, -0.35248]],
  "forces_ev_per_angstrom": [[0.87, 0.41, 0.55], [-0.05, -0.96, 0.12], [-0.22, -0.77, 3.04], [1.06, -0.19, -2.65], [0.82, -0.70, 0.66], [-0.91, 0.24, -0.47], [0.29, -0.18, 0.51], [-0.58, 1.44, 0.35], [-0.05, -0.14, -0.87], [-1.24, 0.85, -1.24]],
  "nbo_charge": [-0.1506, -0.1293, 0.2949, -0.6152, -0.5934, 0.2368, 0.1992, 0.1799, 0.1973, 0.3804]
}

Record 9
{
  "formula": "C4H5N",
  "method": "ωB97M-V with the def2-TZVPD basis set",
  "smiles": "C=CCC#N",
  "total_charge": 0,
  "e_above_lowest_ev": 1.2544,
  "gap_ev": 11.3673,
  "e_lumo_ev": 0.89,
  "symbols": ["C", "C", "C", "C", "N", "H", "H", "H", "H", "H"],
  "positions_angstrom": [[2.14498, -0.65953, 0.49880], [0.83649, -0.43825, 0.58711], [-0.20386, -0.46103, -0.55204], [-1.33522, 0.48295, -0.40972], [-2.02308, 1.41800, -0.17290], [2.58455, -0.99609, -0.50264], [2.84824, -0.57333, 1.35129], [0.42749, -0.21876, 1.64868], [-0.64180, -1.43552, -0.52702], [0.28869, -0.24712, -1.50497]],
  "forces_ev_per_angstrom": [[0.46, -0.59, -1.59], [-0.78, 0.92, 2.17], [0.49, 0.28, 0.54], [-1.08, 3.75, 1.42], [1.97, -3.48, -1.00], [-0.47, 0.74, 1.47], [-0.77, -0.21, -0.62], [0.50, -0.21, -1.97], [-0.19, -0.88, -0.47], [-0.14, -0.32, 0.04]],
  "nbo_charge": [-0.3924, -0.1721, -0.5480, 0.2833, -0.3114, 0.1941, 0.2207, 0.2140, 0.2545, 0.2572]
}

Record 10
{
  "formula": "C4H5N",
  "method": "ωB97M-V with the def2-TZVPD basis set",
  "smiles": "c1cc[nH]c1",
  "total_charge": 0,
  "e_above_lowest_ev": 1.3255,
  "gap_ev": 9.4164,
  "e_lumo_ev": 1.02,
  "symbols": ["C", "C", "C", "N", "C", "H", "H", "H", "H", "H"],
  "positions_angstrom": [[-1.24486, -0.43316, 0.06665], [-0.66016, 1.04539, 0.00819], [0.70138, 0.94546, 0.03112], [1.12318, -0.36677, -0.05476], [0.00571, -1.15837, 0.08838], [-2.33765, -0.81322, -0.15638], [-1.21931, 2.04668, -0.15955], [1.35765, 1.74230, 0.26589], [2.10076, -0.72841, -0.03393], [0.17329, -2.27989, -0.05562]],
  "forces_ev_per_angstrom": [[3.11, 1.70, -0.99], [-2.24, -1.55, -0.32], [-0.61, -0.10, -0.21], [-0.41, -0.10, 1.19], [-2.21, -1.67, -1.47], [2.73, 0.84, 0.82], [0.96, -2.10, 0.74], [0.75, 0.51, -0.39], [-1.56, 0.70, 0.17], [-0.51, 1.77, 0.45]],
  "nbo_charge": [-0.3345, -0.2933, -0.0971, -0.5386, -0.0594, 0.2499, 0.2319, 0.2106, 0.4234, 0.2072]
}

Record 11
{
  "formula": "C4H5N",
  "method": "ωB97M-V with the def2-TZVPD basis set",
  "multiplicity": 3,
  "total_charge": 0,
  "e_above_lowest_ev": 4.2852,
  "gap_ev": [6.2325, 8.1522],
  "e_lumo_ev": [0.80, -2.81],
  "symbols": ["C", "C", "C", "C", "N", "H", "H", "H", "H", "H"],
  "positions_angstrom": [[-1.09696, 0.01271, -1.26282], [-1.11138, -1.16222, -1.66681], [0.15274, 1.13970, 1.14619], [1.11718, -0.00103, 0.91379], [-0.52881, 2.06619, 1.25319], [-0.96851, 0.95200, -0.83149], [-1.12810, -2.06745, -2.09900], [1.93205, -0.09571, 1.55564], [1.21120, -0.05955, -0.23706], [0.42059, -0.78464, 1.22837]],
  "forces_ev_per_angstrom": [[-0.94, 5.75, 0.99], [0.85, -4.01, -0.60], [1.56, 0.69, 0.15], [-4.15, 0.44, -2.13], [0.29, -0.76, 0.06], [0.26, 0.69, 0.54], [-0.38, -2.50, -1.26], [1.62, 0.53, 0.62], [0.51, -0.09, 2.04], [0.40, -0.74, -0.41]],
  "mulliken_spin": [1.0847, 0.9528, -0.0027, 0.0442, 0.0147, -0.0635, -0.0154, -0.0035, -0.0002, -0.0110]
}

Record 12
{
  "formula": "C4H5N2",
  "method": "ωB97M-V with the def2-TZVPD basis set",
  "smiles": "[H]/N=C1/C=[N+]=CC1",
  "total_charge": 1,
  "e_above_lowest_ev": 2.0180,
  "gap_ev": 7.6450,
  "e_lumo_ev": -7.74,
  "symbols": ["H", "N", "C", "C", "N", "C", "C", "H", "H", "H", "H"],
  "positions_angstrom": [[-1.53095, 2.10611, -0.83460], [-0.56015, 1.73359, -1.03461], [0.00620, 0.75335, -0.46030], [1.31772, 0.03225, -0.66552], [1.30277, -1.19720, -0.10706], [0.14427, -1.43174, 0.43767], [-0.57066, -0.17433, 0.66798], [2.20144, 0.44660, -1.20188], [-0.43000, -2.30817, 0.70455], [-1.67187, -0.16751, 0.85283], [-0.20876, 0.20707, 1.64094]],
  "forces_ev_per_angstrom": [[1.58, -0.87, 0.47], [0.79, -0.90, -0.25], [-1.72, 0.11, 0.65], [-0.23, -0.49, -0.23], [1.59, 0.65, -1.77], [-2.18, 2.39, 0.65], [-1.33, 0.78, 0.94], [-0.56, -0.42, 0.72], [1.05, -1.01, -0.30], [0.76, -0.40, -0.68], [0.25, 0.16, -0.20]],
  "nbo_charge": [0.4187, -0.4261, 0.1880, 0.2999, -0.3961, 0.3740, -0.5980, 0.2719, 0.2631, 0.2871, 0.3176]
}